1.
C7H10NP | ωB97M-V with the def2-TZVPD basis set

Geometry as ORCA input:
```
! RIJCOSX wB97M-V def2-TZVPD def2/J DEFGRID3
* xyz 0 1
C -2.840 0.117 -0.236
C -1.947 0.435 -1.283
C -2.485 -0.566 0.952
C -0.603 0.039 -0.993
C -1.142 -1.018 1.155
C -0.251 -0.671 0.168
C 2.497 1.042 -0.098
N 2.494 -0.193 -0.784
P 1.430 -1.504 0.395
H -3.829 0.467 -0.164
H -2.210 1.024 -2.126
H -3.291 -0.555 1.657
H 0.297 0.245 -1.641
H -0.661 -1.459 1.955
H 1.518 1.170 0.438
H 3.122 1.137 0.697
H 2.722 1.913 -0.939
H 3.425 -0.500 -1.012
H 1.753 -1.121 1.860
*
```

Properties
**ΔE to the lowest compared entry with this formula, charge and spin**: 28.7 kcal/mol
**HOMO-LUMO gap**: 0.34480 Ha

These are the natural (NBO) partial charges, in e, on atoms 1 to 8:
1. C -0.211
2. C -0.193
3. C -0.203
4. C -0.220
5. C -0.219
6. C -0.320
7. C -0.415
8. N -0.822


2.
C7H10O | ωB97M-V with the def2-TZVPD basis set

Geometry as ORCA input:
```
! RIJCOSX wB97M-V def2-TZVPD def2/J DEFGRID3
* xyz 0 1
C 2.378 -0.384 0.229
C -0.100 1.985 -0.205
C -2.489 -0.455 0.171
C 1.069 -0.500 -0.463
C -0.074 0.481 -0.226
C -1.005 -0.477 -0.062
C -0.079 -1.677 -0.212
O 0.917 -1.583 -1.311
H 0.203 -2.218 0.688
H 2.452 -1.059 1.087
H 3.203 -0.609 -0.451
H 2.556 0.630 0.601
H -0.993 2.351 -0.718
H 0.778 2.430 -0.678
H -0.199 2.352 0.823
H -2.951 0.367 -0.385
H -2.962 -1.398 -0.110
H -2.704 -0.235 1.222
*
```

Properties
**ΔE to the lowest compared entry with this formula, charge and spin**: 96.5 kcal/mol
**HOMO-LUMO gap**: 0.31151 Ha

These are the natural (NBO) partial charges, in e, on atoms 1 to 8:
1. C -0.658
2. C -0.663
3. C -0.654
4. C 0.268
5. C -0.009
6. C 0.000
7. C -0.046
8. O -0.444


3.
C7H10O | ωB97M-V with the def2-TZVPD basis set

Geometry as ORCA input:
```
! RIJCOSX wB97M-V def2-TZVPD def2/J DEFGRID3
* xyz 0 1
C 0.604 0.617 -1.456
C 1.002 -0.179 -0.141
C 1.900 0.948 0.739
C 0.491 0.546 1.136
C -1.271 -0.493 0.121
C -2.639 -0.496 0.106
C 0.005 -1.327 0.050
H 1.356 0.420 -2.261
H -0.327 0.213 -1.907
H 0.504 1.776 -1.136
H 2.840 0.817 1.371
H 2.121 1.939 0.161
H 0.496 -0.168 2.036
H -3.236 -1.292 -0.556
H -3.318 -0.012 0.718
H 0.457 -1.968 0.779
H -0.097 -1.906 -0.774
O -0.888 0.566 1.012
*
```

Properties
**ΔE to the lowest compared entry with this formula, charge and spin**: 171.6 kcal/mol
**HOMO-LUMO gap**: 0.34593 Ha

These are the natural (NBO) partial charges, in e, on atoms 1 to 8:
1. C -0.634
2. C -0.108
3. C -0.350
4. C 0.059
5. C 0.303
6. C -0.448
7. C -0.463
8. H 0.222


Which value of HOMO-LUMO gap does entry 1 give?
0.34480 Ha


Which value of HOMO-LUMO gap does entry 1 give?
0.34480 Ha


ΔE to the lowest compared entry with this formula, charge and spin of number 2 (C7H10O)?
96.5 kcal/mol